# 1
Below is a molecular structure, C34H43As2NO9ReS4SbTe, with properties calculated with the ωB97M-V functional and the def2-TZVPD basis.

Output
* M: 1323.39 g/mol
* highest occupied orbital energy (alpha / beta): -15.85 / -15.85 eV
* HOMO-LUMO gap (alpha / beta): 0.20851 / 0.19905 hartree

Geometry as ORCA input:
```
! wB97M-V def2-TZVPD RIJCOSX def2/J DEFGRID3
* xyz 3 2
Re 0.32553 0.56459 0.87338
S -4.34626 2.04763 0.14461
Sb -2.43988 1.42887 -1.00056
S -1.51365 -0.49372 0.32837
S -0.54076 2.47929 0.30522
S -1.75925 1.15308 -3.05833
C 3.90956 -3.32333 5.22426
O 3.27958 -2.02892 5.00211
C 2.52806 -1.92572 3.93063
O 2.31429 -2.79641 3.11859
C 1.96139 -0.55566 3.64389
C 2.52272 0.64080 3.90099
As 2.69350 0.83241 5.91436
C 3.30585 2.67580 5.99475
C 0.66870 1.16367 5.79360
C -0.23139 0.73165 4.91946
As 0.09680 -0.31348 3.25388
C -0.75506 -1.99917 3.58862
C -1.71324 0.94595 4.79131
O -2.18474 0.75352 3.67440
O -2.37644 1.29925 5.84550
C -3.81059 1.52014 5.69246
C 0.42146 1.90525 7.09645
O 1.21325 1.69722 7.98640
O -0.58324 2.73833 7.12804
C -0.73857 3.48351 8.37524
C 2.01737 1.83574 3.12226
O 1.48298 2.82416 3.49273
O 2.21768 1.70200 1.71461
C 3.54378 1.25892 1.29169
H 4.42858 -3.22612 6.16942
H 4.60602 -3.52936 4.41669
H 3.14755 -4.09496 5.27443
H 4.31290 2.68061 5.57810
H 3.35957 2.93918 7.04823
H 2.67263 3.37668 5.46057
H -0.48295 -2.29396 4.59948
H -0.39703 -2.73315 2.87105
H -1.82865 -1.86537 3.50326
H -4.21373 1.45505 6.69506
H -4.23574 0.76004 5.04593
H -3.96324 2.51195 5.27732
H -1.45444 4.26307 8.14701
H 0.21829 3.89712 8.67702
H -1.11561 2.81092 9.13996
H 3.68940 1.65574 0.29204
H 3.60835 0.17467 1.30536
H 4.28144 1.69021 1.96276
C 2.19072 1.00943 -2.42514
C 2.20984 -0.08580 -1.41606
O 2.97252 -1.09709 -1.71029
N 1.51711 -0.09550 -0.32467
Te 3.07721 -2.69358 -0.46742
C 1.66819 -3.79020 -1.49008
C 1.84109 -4.12482 -2.84323
C 2.91891 -3.59985 -3.76206
C 0.91564 -5.00643 -3.38516
C -0.12955 -5.54679 -2.64497
C -1.10047 -6.51354 -3.26338
C -0.27245 -5.16154 -1.31167
C 0.60782 -4.28619 -0.70381
C 0.39244 -3.96340 0.76021
C 4.86483 -3.52162 -1.15996
C 5.85801 -2.80381 -1.82090
C 5.81458 -1.32380 -2.11249
C 6.95970 -3.52769 -2.25778
C 7.09481 -4.89282 -2.03221
C 8.30924 -5.64212 -2.50963
C 6.09754 -5.54317 -1.31120
C 4.97247 -4.88157 -0.84711
C 3.97153 -5.67977 -0.03618
H 3.19767 1.18737 -2.80188
H 1.75698 1.91535 -2.01006
H 1.57430 0.67970 -3.26586
H 3.42566 -2.70789 -3.39983
H 2.47702 -3.34937 -4.72600
H 3.67555 -4.36659 -3.93890
H 1.01448 -5.27316 -4.43228
H -0.84181 -6.74168 -4.29447
H -2.11191 -6.10477 -3.24665
H -1.12152 -7.44605 -2.69832
H -1.09629 -5.56318 -0.73044
H -0.67350 -3.98628 0.98519
H 0.75900 -2.97820 1.05867
H 0.87570 -4.69898 1.40788
H 5.19841 -0.76480 -1.40389
H 5.42915 -1.12827 -3.11581
H 6.82051 -0.91254 -2.06287
H 7.74454 -2.99734 -2.78683
H 8.86393 -5.07506 -3.25412
H 8.03170 -6.60384 -2.94026
H 8.97911 -5.84227 -1.67129
H 6.20523 -6.59991 -1.08719
H 4.49970 -6.36654 0.62294
H 3.30441 -6.26048 -0.67553
H 3.32910 -5.09377 0.63846
*
```

# 2
Below is a molecular structure, C43H45MgN5O3S4SbSi, with properties calculated with the ωB97M-V functional and the def2-TZVPD basis.

Output
* M: 982.28 g/mol
* highest occupied orbital energy (alpha / beta): -0.39 / -3.26 eV
* HOMO-LUMO gap (alpha / beta): 0.15785 / 0.26330 hartree

Geometry as ORCA input:
```
! wB97M-V def2-TZVPD RIJCOSX def2/J DEFGRID3
* xyz -2 2
Mg 0.09512 0.18479 -0.47402
O -4.10355 5.36383 -2.34179
C -4.43703 4.45930 -1.54135
O -5.50785 4.29697 -0.91733
C -3.35933 3.38304 -1.30284
C -3.55458 2.37437 -0.40469
C -2.54627 1.40000 -0.18897
N -1.39506 1.45441 -0.90991
C -1.20784 2.45476 -1.79588
C -2.13737 3.43061 -2.01906
C 0.11668 2.38672 -2.48160
C 0.44102 3.18079 -3.57581
C 1.68052 3.03717 -4.17100
C 2.57629 2.10973 -3.66530
C 2.18265 1.35362 -2.57738
N 0.98454 1.48044 -1.99462
C -2.61063 0.32056 0.74573
C -3.80066 -0.06099 1.41269
C -3.83665 -1.19057 2.17408
C -2.65265 -1.98076 2.29913
C -1.51974 -1.54415 1.65821
N -1.43274 -0.42632 0.91398
H -4.49281 2.36371 0.13381
H -1.98712 4.24796 -2.71000
H -0.28061 3.89141 -3.95276
H 1.94128 3.63778 -5.03553
H 3.55143 1.95589 -4.10951
H 2.83951 0.60250 -2.15135
H -4.69193 0.54201 1.28511
H -4.75450 -1.48991 2.66811
H -2.63820 -2.90195 2.86574
H -0.60725 -2.12898 1.73053
S 3.71618 -1.62556 3.81237
Sb 2.50199 -1.97544 1.92308
S 3.76295 -0.98349 0.03366
S 2.29541 0.28253 0.88096
C 1.37058 5.05056 5.01777
C 2.55397 4.33608 5.67079
C 2.49210 2.80812 5.60211
C 2.93185 2.19940 4.27372
N 2.07644 2.51568 3.12764
C 0.74679 2.39162 2.92196
S 0.00825 3.26800 1.67572
N -0.00758 1.56739 3.69034
C 0.37472 0.26583 4.25309
C -0.05863 0.06499 5.71484
C -1.36314 -0.71249 5.86153
C -2.53934 0.00936 5.21209
H 1.43890 6.13040 5.17141
H 0.42753 4.71030 5.45531
H 1.30542 4.86954 3.94362
H 2.59643 4.62754 6.72429
H 3.49247 4.67809 5.21670
H 1.47411 2.48195 5.83048
H 3.14417 2.38385 6.37223
H 3.06914 1.12584 4.37433
H 3.91322 2.59622 4.00840
H 2.48550 3.08974 2.41129
H -0.97911 1.63690 3.42386
H 1.43904 0.12286 4.15372
H -0.08212 -0.50705 3.62613
H -0.18016 1.04563 6.18385
H 0.74041 -0.45446 6.25231
H -1.56887 -0.86580 6.92595
H -1.24382 -1.70440 5.41404
H -2.63699 1.02673 5.60607
H -3.48028 -0.51279 5.39534
H -2.42435 0.07331 4.12855
O 0.22989 -1.45740 -1.41089
Si 0.31595 -2.29874 -2.74432
C -1.38515 -2.44265 -3.54364
C -2.43459 -1.66361 -3.04130
C -3.71527 -1.74677 -3.58028
C -3.96906 -2.61641 -4.63319
C -2.93943 -3.39701 -5.15113
C -1.66269 -3.30710 -4.60991
C 0.96476 -4.04195 -2.39621
C 1.52254 -4.87905 -3.37090
C 2.01424 -6.13982 -3.04898
C 1.96445 -6.58910 -1.73368
C 1.41417 -5.77633 -0.74962
C 0.92000 -4.51967 -1.08180
C 1.47267 -1.61938 -4.08401
C 0.99984 -0.95467 -5.21926
C 1.86932 -0.48686 -6.20136
C 3.23798 -0.67571 -6.06376
C 3.73538 -1.31907 -4.93353
C 2.86105 -1.78272 -3.95877
H -2.24133 -0.98606 -2.21364
H -4.51100 -1.13083 -3.17713
H -4.96741 -2.68776 -5.04995
H -3.13427 -4.07346 -5.97627
H -0.86861 -3.92399 -5.02393
H 1.58655 -4.53677 -4.40058
H 2.44628 -6.76770 -3.82071
H 2.36365 -7.56365 -1.47543
H 1.37704 -6.11876 0.27887
H 0.49448 -3.88255 -0.31151
H -0.06817 -0.79417 -5.33615
H 1.47724 0.02298 -7.07449
H 3.91631 -0.31937 -6.83096
H 4.80425 -1.45485 -4.81175
H 3.26103 -2.27475 -3.07571
*
```

# 3
Below is a molecular structure, C27H32ClCrN3O5S, with properties calculated with the ωB97M-V functional and the def2-TZVPD basis.

Output
* M: 598.09 g/mol
* highest occupied orbital energy (alpha / beta): -3.42 / -2.46 eV
* HOMO-LUMO gap (alpha / beta): 0.21858 / 0.18396 hartree

Geometry as ORCA input:
```
! wB97M-V def2-TZVPD RIJCOSX def2/J DEFGRID3
* xyz -1 4
Cr -0.75933 -0.03448 -0.50308
Cl -2.37767 0.61526 1.01070
N -0.08804 1.99811 -0.62089
N -0.29078 -2.09228 -0.47147
C -0.86559 2.78107 -1.34425
C -0.82451 -2.85956 -1.36447
C 1.08281 2.80611 -0.25140
C 0.54630 4.23261 -0.41953
C 2.21730 2.60066 -1.24034
C 1.58031 2.59882 1.16071
H 1.87642 2.79853 -2.26696
H 2.60639 1.57993 -1.16071
H 3.03239 3.30151 -1.01447
H 0.76313 2.78007 1.87021
H 2.38540 3.31824 1.38950
H 1.97398 1.59044 1.32392
C 0.69062 -2.92230 0.27996
C 0.71843 -4.22860 -0.50212
C 0.19722 -3.17061 1.68739
C 2.06065 -2.29070 0.25831
H 2.35677 -2.10447 -0.78093
H 2.78220 -2.98339 0.70430
H 2.03436 -1.36430 0.84066
H -0.79050 -3.64817 1.67515
H 0.14527 -2.20322 2.19284
H 0.89438 -3.81933 2.22786
O -0.34750 -4.09284 -1.47563
H 0.51277 -5.13463 0.08503
H 1.65614 -4.39330 -1.05341
O -0.56978 4.07330 -1.32022
H 1.23229 4.94553 -0.89330
H 0.14912 4.65193 0.51743
C -1.97861 2.34907 -2.24584
C -1.89112 -2.48762 -2.34215
C -1.33051 -1.24247 -2.96263
H -2.81246 -2.34528 -1.73368
H -2.07783 -3.33542 -2.99955
C -1.33135 -0.04242 -2.21768
C -1.39180 1.17134 -2.93976
H -2.39732 -0.12929 -0.24694
C -0.89147 1.20619 -4.24934
C -0.43370 0.00772 -4.83744
C -0.60484 2.55231 -4.86445
C -0.81243 -1.23058 -4.27314
H 0.22868 0.03689 -5.72475
C -0.43640 -2.53679 -4.93301
H 0.13745 -2.31627 -5.85009
H -1.27878 -3.21530 -5.18566
H 0.21651 -3.07983 -4.21417
H -1.49008 3.21389 -4.98691
H -0.10605 2.40337 -5.84274
H 0.09321 3.07572 -4.15711
H -2.29260 3.21940 -2.84382
H -2.81127 2.12613 -1.55015
O 1.95097 2.55087 5.36618
S 2.04158 1.13711 5.08329
O 3.07558 0.37836 5.71627
N 1.92612 0.83956 3.46731
C 0.84781 0.13099 3.08180
O 0.60913 -0.23641 1.91672
C -0.06958 -0.13229 4.22305
C -1.33713 -0.69443 4.19502
C -2.05174 -0.82566 5.37379
C -1.49151 -0.35850 6.58947
C -0.22730 0.24274 6.59320
C 0.46124 0.36698 5.40688
H -1.74920 -0.99217 3.22248
H -3.04632 -1.28112 5.38137
H -2.06336 -0.46790 7.51704
H 0.23551 0.61112 7.52637
*
```

# 4
Below is a molecular structure, C21H47N5O2P2Pt, with properties calculated with the ωB97M-V functional and the def2-TZVPD basis.

Output
* M: 658.67 g/mol
* highest occupied orbital energy (alpha / beta): -20.35 / -22.05 eV
* HOMO-LUMO gap (alpha / beta): 0.22883 / 0.16628 hartree

Geometry as ORCA input:
```
! wB97M-V def2-TZVPD RIJCOSX def2/J DEFGRID3
* xyz 4 5
Pt -0.08073 -0.07674 -0.29428
C 0.60252 -1.62593 -1.03509
O 0.99979 -2.65791 -1.29429
C -0.98352 1.33319 0.98238
O -1.73934 2.28208 0.78457
P -2.13190 -0.09487 -1.49220
C -3.56301 -0.82283 -0.55709
H -4.41702 -0.71392 -1.24828
C -2.72622 1.54641 -2.15019
H -2.50651 2.19838 -1.28714
C -1.88881 -1.19543 -2.94282
H -1.64568 -2.16866 -2.48490
C 3.60199 -0.64413 0.18760
P 2.26895 0.10555 1.19204
H 3.30170 -0.41679 3.29635
H 3.24368 -1.67323 0.08364
C 3.01750 1.86758 1.62074
H 4.09114 1.64914 1.64207
C -1.92949 2.05534 -3.35941
H -2.39278 1.71265 -4.29654
H -0.87138 1.76681 -3.35653
H -1.96551 3.15370 -3.35045
C -4.23702 1.54085 -2.43866
H -4.45201 2.32066 -3.18055
H -4.81908 1.74494 -1.53142
H -4.57378 0.58323 -2.86114
C -3.15186 -1.38386 -3.78864
H -4.02678 -1.67648 -3.19041
H -2.94428 -2.20182 -4.49413
H -3.38866 -0.47972 -4.36922
C -0.68880 -0.75100 -3.79672
H -0.23620 -1.64316 -4.25058
H 0.10471 -0.24682 -3.22686
H -1.00449 -0.07912 -4.60651
C -3.37044 -2.31163 -0.25286
H -3.74536 -2.92710 -1.08058
H -3.95098 -2.56239 0.64383
H -2.32997 -2.60446 -0.06605
C -3.89892 -0.01924 0.70542
H -3.16648 -0.16012 1.51156
H -4.86671 -0.38717 1.07405
H -3.99911 1.05824 0.51995
C 4.96446 -0.66872 0.88080
H 4.91760 -0.75034 1.97088
H 5.54920 0.22006 0.62166
H 5.52095 -1.53998 0.51340
C 3.69243 -0.02933 -1.20548
H 3.99872 1.01854 -1.16003
C 1.28218 -0.67802 3.84992
H 2.75453 -0.09894 -1.76211
H 4.45621 -0.56700 -1.77642
C 2.60318 -2.38336 2.55369
H 0.43405 -1.33590 3.61068
H 1.55697 -0.96152 4.90224
H 1.00330 0.37924 3.79222
C 2.41338 -0.88964 2.85132
H 2.19934 -2.94578 3.41416
H 3.66516 -2.65833 2.41575
H 2.00801 -2.70213 1.67343
C 2.67062 2.50811 2.98532
H 1.64623 2.91358 3.06213
H 3.31500 3.38615 3.16776
H 2.80655 1.80654 3.81565
C 2.75551 2.86947 0.49460
H 2.90968 2.45252 -0.50791
H 3.42248 3.74343 0.61011
H 1.72512 3.24067 0.53295
H -0.37141 -1.52878 1.09382
H -1.04703 -1.49649 0.62030
N -1.90197 1.06640 5.14815
N -1.38380 1.18308 3.92119
N -0.33229 1.96938 3.56247
C -0.09382 1.57863 2.31693
N -0.68193 0.36311 2.10952
N -1.70442 0.26518 3.02920
H -2.09828 0.07543 5.25254
H -1.33154 1.38674 5.91724
H 0.67621 2.15686 1.82594
*
```

# 5
Below is a molecular structure, C33H57O17PbS6, with properties calculated with the ωB97M-V functional and the def2-TZVPD basis.

Output
* M: 1125.40 g/mol
* highest occupied orbital energy (alpha / beta): -7.20 / -7.20 eV
* HOMO-LUMO gap (alpha / beta): 0.23511 / 0.16209 hartree

Geometry as ORCA input:
```
! wB97M-V def2-TZVPD RIJCOSX def2/J DEFGRID3
* xyz 0 2
Pb -2.29910 16.41962 -1.05516
C -1.95323 21.20664 -2.28927
C -1.41974 20.16732 -1.31331
C -1.00399 20.88428 -0.03663
O -2.19293 19.03836 -1.05318
H -2.19353 20.92887 -3.31552
H -1.22294 22.00004 -2.44827
H -2.78549 21.79551 -1.90368
H -0.49653 19.76771 -1.73295
H -1.87010 21.19551 0.54741
H -0.26562 21.67921 -0.14146
H -0.55928 20.13067 0.61330
C 1.03391 16.16538 -4.53281
C 0.91263 15.85727 -5.86979
C -0.46308 15.47606 -6.41574
O -0.61923 15.25321 -7.66561
C -1.61885 15.43603 -5.62513
C -1.55424 15.71856 -4.16937
C -0.12300 16.17602 -3.63030
O -0.17568 16.56702 -2.44451
O -2.59622 15.68191 -3.45936
O 1.97716 16.00625 -6.60276
H 1.98408 16.41345 -4.08330
H -2.61531 15.25597 -6.00069
C -4.85897 20.42704 2.41388
C -5.55071 20.35479 1.07625
C -5.59728 18.93201 0.51142
S -4.66292 17.95736 1.64521
O -3.70885 17.19272 0.90351
O -5.50938 17.37081 2.66892
C -3.79709 19.36552 2.45514
H -5.58241 20.06945 3.14660
H -4.49250 21.40125 2.73747
H -5.00393 20.97625 0.36709
H -6.56454 20.71812 1.24433
H -5.02222 18.90147 -0.41404
H -6.57227 18.46767 0.36348
H -3.06087 19.81657 1.78985
H -3.36779 19.09274 3.41920
C -4.77559 18.83684 -5.43163
C -4.97541 17.36674 -5.88901
C -5.45557 16.59396 -4.64362
S -5.33338 17.72788 -3.14053
O -4.59970 17.04805 -2.07529
O -6.62149 18.33106 -2.80868
C -4.16007 18.85779 -3.97716
H -5.66882 19.42486 -5.64256
H -4.10853 19.39006 -6.09274
H -3.96340 17.00277 -6.06635
H -5.52730 17.21246 -6.81621
H -4.77717 15.76070 -4.46044
H -6.41815 16.08272 -4.63035
H -3.17256 18.40041 -3.91619
H -4.13303 19.76147 -3.36829
C -7.40801 13.49544 -2.35865
C -6.62710 12.34861 -3.04685
C -5.13613 12.48341 -2.83189
S -4.98568 13.34468 -1.14321
O -3.98349 14.40636 -1.17778
O -4.86533 12.36117 -0.11456
C -6.61742 14.20221 -1.23150
H -8.42281 13.18632 -2.10818
H -7.53780 14.17491 -3.20101
H -6.99244 12.08915 -4.04049
H -6.93431 11.45446 -2.50443
H -4.56854 13.07186 -3.55278
H -4.50073 11.59784 -2.84341
H -6.44382 15.25198 -1.46801
H -7.02849 14.25214 -0.22323
C 0.79233 10.76902 -0.99186
C 1.43440 11.58173 -2.19751
C 0.22443 12.38013 -2.84399
S -1.09858 12.65267 -1.55707
O -2.28785 11.96871 -2.00271
O -1.08624 14.06463 -1.23883
C -0.17899 11.74551 -0.24243
H 1.48193 10.37863 -0.24343
H 0.33953 9.91850 -1.50144
H 1.93932 10.91534 -2.89686
H 2.13142 12.24917 -1.69077
H -0.35019 11.97187 -3.67539
H 0.65608 13.32633 -3.17030
H -0.94663 11.20101 0.30744
H 0.28793 12.50157 0.38881
C -2.59360 15.92510 4.43583
C -3.32553 14.64659 4.63617
C -3.35876 13.84753 3.30877
S -1.84690 14.29475 2.42258
O -2.16654 14.83123 1.06689
O -0.94822 13.14865 2.45106
C -1.34693 15.55525 3.67008
H -2.10479 16.34955 5.31276
H -3.18917 16.63247 3.85875
H -4.34219 14.90163 4.93527
H -2.89331 14.06213 5.44838
H -4.12386 14.21880 2.62695
H -3.35849 12.75812 3.34474
H -0.81819 16.27659 3.04703
H -0.59198 15.02242 4.24821
C 3.52453 16.38136 -0.79337
C 3.02584 17.78178 -1.30199
C 1.85911 18.28163 -0.41357
S 1.34909 16.77152 0.53933
O -0.02134 16.54141 0.39365
O 2.00416 16.85697 1.89101
C 2.29411 15.57455 -0.46340
H 4.17119 16.54086 0.06947
H 4.25229 15.95230 -1.48212
H 2.69611 17.58065 -2.32127
H 3.84536 18.50019 -1.28259
H 1.04812 18.53600 -1.09598
H 2.00631 19.02452 0.37037
H 1.70302 15.39812 -1.36206
H 2.35964 14.71415 0.20257
*
```

The evaluated E for the records listed, in turn: -8703.10057; -4488.08074; -3491.36898; -2052.54888; -5152.45658 Eh.